Entry 1:
DFT (the ωB97M-V functional and the def2-TZVPD basis) results for C10H27I2O2P2SiTl as an isolated structure at a distorted geometry.

For the max |F|, the calculation gives 4.585 eV/Å. Its HOMO-LUMO gap (spin up / spin down) is 4.3 / 3.6 eV. The calculation puts the LUMO energy (spin up / spin down) at -10.7 / -10.7 eV. Its HOMO energy (spin up / spin down) is -15.0 / -14.3 eV.

Geometry as ORCA input:
```
! RIJCOSX wB97M-V def2-TZVPD def2/J DEFGRID3
* xyz 2 1
I -1.787 -4.087 -2.254
I -2.263 -4.512 1.210
Tl -1.013 -1.973 1.164
P 2.275 -1.213 0.268
C 3.002 -2.829 -0.209
C 3.422 -0.167 -0.704
H 4.458 -0.310 -0.356
H 4.246 -1.228 1.688
H 3.113 0.882 -0.607
H 2.946 -0.110 2.279
H 2.774 -2.945 -1.269
H 3.330 -0.447 -1.759
C 3.164 -1.107 1.870
H 4.086 -2.835 -0.026
H 2.795 -1.887 2.559
H 2.500 -3.606 0.374
P -2.342 1.072 -0.104
C -3.994 0.632 -0.765
C -2.988 1.930 1.380
H -1.092 2.955 -0.937
H -2.869 3.297 -0.940
H -2.117 2.247 -2.194
C -2.088 2.549 -1.144
H -2.116 2.386 1.870
H -3.708 2.703 1.062
H -4.668 1.497 -0.718
H -4.380 -0.198 -0.168
H -3.468 1.205 2.059
H -3.824 0.313 -1.793
C -0.223 -0.057 -2.129
O -0.367 -1.047 -2.729
C 2.872 2.691 2.308
Si 1.355 2.918 1.116
C 0.120 4.048 2.107
C 1.963 3.938 -0.353
O 0.710 1.540 0.666
H 3.312 3.680 2.504
H 3.658 2.087 1.823
H 2.600 2.255 3.293
H 0.615 5.010 2.308
H -0.773 4.273 1.497
H -0.178 3.623 3.090
H 2.731 3.424 -0.936
H 1.163 4.195 -1.050
H 2.405 4.884 -0.034
*
```

Entry 2:
DFT (the ωB97M-V functional and the def2-TZVPD basis) results for a 2-piece molecular cluster, C3H8OS2 overall at a distorted geometry.

For the max |F|, the calculation gives 1.630 eV/Å. Its energy relative to the best compared isomer or geometry (same formula, charge and spin) is 60.4 kcal per mole. Its HOMO-LUMO gap is 9.0 eV. The calculation puts the LUMO energy at 0.3 eV. As for the SMILES: C=CO.CSS. Its HOMO energy is -8.7 eV.

Geometry as ORCA input:
```
! RIJCOSX wB97M-V def2-TZVPD def2/J DEFGRID3
* xyz 0 1
C -1.702 -1.808 -0.889
C -1.885 -0.746 -0.080
O -3.001 -0.520 0.701
H -1.322 -1.632 -1.888
H -1.795 -2.814 -0.480
H -1.097 0.006 -0.042
H -2.922 -1.020 1.513
C 2.416 1.953 -0.251
S 2.303 0.095 -0.520
S 1.421 -0.536 1.258
H 1.639 2.377 -0.888
H 2.206 2.143 0.799
H 3.413 2.318 -0.460
H 0.326 0.184 1.228
*
```

Total energy? In order: -62233.7853, -26955.9914 eV.